(1)
{
  "formula": "C29H25CaN5O2PS",
  "method": "the ωB97M-V functional and the def2-TZVPD basis",
  "lumo_ev": -2.8,
  "total_charge": 1,
  "orbital_gap_ev": 8.29,
  "species": ["Ca", "N", "N", "C", "O", "O", "H", "H", "H", "N", "C", "C", "C", "C", "C", "C", "N", "C", "C", "C", "S", "C", "N", "H", "H", "H", "H", "H", "H", "H", "C", "C", "C", "C", "C", "C", "P", "C", "C", "C", "C", "C", "C", "C", "C", "C", "C", "C", "C", "H", "H", "H", "H", "H", "H", "H", "H", "H", "H", "H", "H", "H", "H", "H"],
  "coordinates": [[-0.224, 0.069, -0.231], [-0.210, -0.219, 2.317], [-1.457, -0.821, 1.966], [-1.436, -1.945, 1.048], [-2.459, -2.588, 0.960], [-0.363, -2.011, 0.366], [0.352, -0.869, 2.859], [-0.421, 0.596, 2.879], [-2.083, -0.994, 2.738], [2.203, 0.028, -4.010], [1.068, -0.191, -4.771], [0.864, -0.289, -6.143], [-0.437, -0.509, -6.550], [-1.493, -0.629, -5.633], [-1.287, -0.531, -4.274], [0.022, -0.306, -3.847], [0.518, -0.159, -2.565], [1.807, 0.033, -2.709], [2.746, 0.227, -1.606], [4.110, 0.207, -1.682], [4.780, 0.443, -0.128], [3.213, 0.545, 0.511], [2.242, 0.417, -0.344], [3.140, 0.159, -4.346], [1.673, -0.203, -6.853], [-0.648, -0.597, -7.606], [-2.490, -0.809, -6.009], [-2.100, -0.631, -3.568], [4.735, 0.050, -2.542], [3.041, 0.705, 1.564], [-4.436, 6.141, 1.471], [-5.010, 5.140, 0.706], [-4.250, 4.060, 0.282], [-2.902, 3.976, 0.625], [-2.338, 4.974, 1.415], [-3.097, 6.054, 1.825], [-1.913, 2.520, 0.167], [-2.864, 1.690, -1.145], [-3.165, 2.227, -2.403], [-3.940, 1.514, -3.297], [-4.432, 0.258, -2.956], [-4.148, -0.287, -1.717], [-3.371, 0.433, -0.813], [-0.405, 3.169, -0.655], [0.600, 3.629, 0.202], [1.808, 4.086, -0.294], [2.053, 4.052, -1.659], [1.083, 3.560, -2.517], [-0.139, 3.126, -2.021], [-5.029, 6.983, 1.797], [-6.055, 5.194, 0.434], [-4.720, 3.288, -0.309], [-1.300, 4.922, 1.715], [-2.644, 6.828, 2.430], [-2.811, 3.214, -2.670], [-4.171, 1.939, -4.265], [-5.046, -0.287, -3.660], [-4.528, -1.259, -1.432], [-3.200, 0.013, 0.176], [0.446, 3.614, 1.275], [2.563, 4.459, 0.386], [2.997, 4.406, -2.050], [1.261, 3.523, -3.583], [-0.874, 2.740, -2.711]]
}

=====

(2)
{
  "formula": "C29H25Cl2MgN3O5",
  "method": "the ωB97M-V functional and the def2-TZVPD basis",
  "lumo_ev": -0.2,
  "orbital_gap_ev": 7.70,
  "species": ["Mg", "Cl", "C", "C", "C", "Cl", "C", "O", "C", "C", "O", "C", "H", "H", "H", "C", "O", "C", "C", "C", "C", "C", "C", "N", "C", "N", "C", "C", "C", "C", "C", "C", "O", "C", "N", "C", "C", "C", "C", "C", "C", "O", "C", "H", "H", "H", "H", "H", "H", "H", "H", "H", "H", "H", "H", "H", "H", "H", "H", "H", "H", "H", "H", "H", "H"],
  "coordinates": [[-0.061, 0.045, -0.067], [-5.747, -1.973, -4.420], [-4.633, -1.393, -3.223], [-5.100, -0.562, -2.194], [-4.245, -0.107, -1.229], [-4.855, 0.867, 0.057], [-2.842, -0.408, -1.229], [-2.051, 0.021, -0.325], [-2.418, -1.249, -2.310], [-1.038, -1.576, -2.427], [-0.127, -1.107, -1.741], [-3.318, -1.744, -3.273], [-6.144, -0.281, -2.158], [-0.783, -2.312, -3.207], [-2.951, -2.389, -4.063], [0.815, 3.231, 5.927], [0.911, 4.470, 5.220], [1.979, 4.596, 4.367], [2.910, 5.591, 4.609], [3.989, 5.769, 3.758], [4.129, 4.944, 2.653], [3.186, 3.964, 2.386], [2.097, 3.782, 3.235], [1.057, 2.874, 2.982], [1.074, 1.788, 2.134], [2.236, 1.121, 2.111], [2.660, 0.023, 1.333], [1.903, -0.561, 0.318], [2.533, -1.599, -0.381], [3.799, -2.069, -0.058], [4.510, -1.486, 0.980], [3.953, -0.417, 1.651], [4.631, 0.254, 2.662], [5.845, 0.864, 2.242], [0.009, 1.428, 1.475], [-1.132, 2.267, 1.629], [-1.406, 3.240, 0.670], [-2.478, 4.101, 0.815], [-3.293, 4.005, 1.933], [-3.038, 3.038, 2.888], [-1.967, 2.165, 2.744], [-1.737, 1.274, 3.764], [-1.617, -0.103, 3.404], [0.427, 3.465, 6.917], [1.795, 2.761, 6.031], [0.131, 2.538, 5.433], [2.764, 6.224, 5.475], [4.710, 6.552, 3.954], [4.958, 5.082, 1.971], [3.275, 3.362, 1.491], [0.139, 3.188, 3.261], [2.937, 1.423, 2.773], [2.012, -2.059, -1.211], [4.234, -2.892, -0.613], [5.489, -1.854, 1.262], [6.552, 0.131, 1.850], [6.274, 1.344, 3.119], [5.655, 1.618, 1.471], [-0.731, 3.324, -0.174], [-2.665, 4.857, 0.063], [-4.144, 4.663, 2.048], [-3.656, 2.939, 3.771], [-2.050, -0.678, 4.221], [-0.573, -0.393, 3.278], [-2.167, -0.316, 2.485]]
}

=====

(3)
{
  "formula": "C29H25ClF5N3O5S",
  "method": "the ωB97M-V functional and the def2-TZVPD basis",
  "lumo_ev": -1.7,
  "orbital_gap_ev": 6.50,
  "species": ["C", "N", "C", "O", "C", "C", "C", "C", "F", "C", "F", "C", "F", "C", "F", "C", "F", "N", "C", "C", "C", "C", "C", "C", "C", "C", "C", "C", "Cl", "S", "O", "O", "C", "C", "C", "C", "N", "O", "O", "C", "C", "C", "C", "C", "H", "H", "H", "H", "H", "H", "H", "H", "H", "H", "H", "H", "H", "H", "H", "H", "H", "H", "H", "H", "H", "H", "H", "H", "H"],
  "coordinates": [[-1.548, -4.781, 3.036], [-1.413, -3.441, 2.516], [-1.934, -2.372, 3.181], [-2.546, -2.414, 4.246], [-1.634, -1.121, 2.335], [-0.849, -0.034, 3.060], [-1.483, 0.340, 4.358], [-0.869, 0.041, 5.572], [0.326, -0.607, 5.568], [-1.473, 0.318, 6.794], [-0.866, -0.013, 7.951], [-2.726, 0.936, 6.810], [-3.325, 1.211, 7.984], [-3.355, 1.268, 5.609], [-4.565, 1.865, 5.625], [-2.727, 0.968, 4.404], [-3.374, 1.252, 3.241], [-0.924, -1.669, 1.202], [-0.475, -0.847, 0.197], [0.023, -1.244, -0.985], [0.132, -0.344, -2.211], [0.363, -1.110, -3.539], [-0.005, -0.491, -4.740], [0.161, -1.157, -5.961], [0.662, -2.464, -5.974], [1.062, -3.070, -4.784], [0.978, -2.366, -3.569], [1.132, 0.770, -2.136], [2.600, 0.313, -1.287], [0.599, 2.497, -1.468], [0.689, 2.489, -0.023], [-0.698, 2.617, -2.115], [1.626, 3.897, -2.109], [2.918, 4.110, -1.600], [3.698, 5.183, -2.036], [3.182, 6.103, -2.965], [3.905, 7.292, -3.299], [3.390, 8.102, -4.105], [5.024, 7.488, -2.770], [1.908, 5.876, -3.510], [1.131, 4.804, -3.069], [-0.790, -3.145, 1.233], [0.681, -3.590, 1.235], [-1.551, -3.845, 0.094], [-1.937, -4.728, 4.055], [-2.237, -5.372, 2.423], [-0.575, -5.280, 3.038], [-2.597, -0.682, 2.019], [0.170, -0.390, 3.249], [-0.796, 0.843, 2.403], [-0.600, 0.223, 0.400], [0.365, -2.274, -1.098], [-0.867, 0.096, -2.331], [-0.443, 0.511, -4.709], [-0.107, -0.658, -6.894], [0.757, -3.002, -6.919], [1.461, -4.090, -4.780], [1.377, -2.817, -2.658], [1.359, 1.161, -3.135], [3.327, 3.436, -0.852], [4.709, 5.343, -1.665], [1.552, 6.568, -4.271], [0.131, 4.688, -3.481], [1.181, -3.190, 2.128], [0.711, -4.688, 1.261], [1.211, -3.241, 0.346], [-2.629, -3.817, 0.303], [-1.365, -3.363, -0.869], [-1.220, -4.891, 0.042]]
}

=====

(4)
{
  "formula": "C29H25ClIN6O6Ti",
  "method": "the ωB97M-V functional and the def2-TZVPD basis",
  "lumo_ev": [2.2, 2.2],
  "total_charge": -1,
  "multiplicity": 3,
  "orbital_gap_ev": [5.26, 7.00],
  "species": ["Ti", "C", "C", "N", "C", "C", "C", "O", "C", "C", "N", "C", "C", "C", "C", "C", "C", "I", "C", "O", "H", "H", "H", "H", "H", "H", "H", "H", "H", "H", "H", "H", "O", "C", "O", "C", "C", "N", "N", "C", "C", "O", "O", "H", "H", "H", "Cl", "C", "C", "C", "C", "C", "C", "C", "H", "H", "H", "H", "H", "H", "N", "C", "C", "N", "C", "H", "H", "H", "H"],
  "coordinates": [[-0.478, 0.669, 0.571], [1.092, 2.938, -2.914], [2.015, 2.771, -1.743], [3.068, 3.589, -1.652], [3.883, 3.431, -0.607], [3.715, 2.501, 0.397], [4.723, 2.408, 1.503], [5.567, 1.257, 1.413], [2.587, 1.616, 0.343], [2.355, 0.664, 1.345], [1.297, -0.181, 1.386], [1.496, -1.290, 2.214], [1.788, -1.161, 3.580], [1.993, -2.262, 4.382], [1.913, -3.544, 3.851], [1.672, -3.705, 2.501], [1.495, -2.591, 1.697], [1.396, -2.840, -0.384], [1.727, 1.780, -0.791], [0.656, 1.027, -0.963], [1.416, 3.789, -3.508], [1.089, 2.041, -3.537], [0.063, 3.088, -2.579], [4.739, 4.102, -0.569], [5.388, 3.274, 1.470], [4.223, 2.407, 2.484], [5.066, 0.565, 0.968], [3.119, 0.534, 2.112], [1.819, -0.166, 3.997], [2.189, -2.121, 5.437], [2.046, -4.414, 4.481], [1.645, -4.694, 2.063], [-4.550, 0.394, -3.603], [-4.290, -0.831, -3.196], [-4.843, -1.799, -3.670], [-3.241, -0.994, -2.159], [-2.801, -2.220, -1.714], [-1.841, -2.005, -0.808], [-1.621, -0.700, -0.609], [-2.461, -0.060, -1.433], [-2.557, 1.419, -1.286], [-3.263, 2.050, -2.087], [-1.922, 1.886, -0.297], [-3.966, 1.086, -3.139], [-3.110, -3.208, -2.006], [-1.272, -2.680, -0.320], [-1.116, 0.020, 5.262], [-1.593, -1.368, 4.312], [-1.633, -2.590, 4.957], [-2.107, -3.709, 4.296], [-2.575, -3.567, 2.994], [-2.528, -2.341, 2.366], [-1.993, -1.185, 2.978], [-1.923, 0.078, 2.267], [-1.300, -2.652, 5.984], [-2.135, -4.667, 4.797], [-2.992, -4.419, 2.471], [-2.937, -2.237, 1.370], [-1.806, 0.912, 2.958], [-2.846, 0.227, 1.693], [0.202, 4.841, 2.078], [-1.120, 4.668, 2.399], [-1.376, 3.350, 2.189], [-0.236, 2.716, 1.756], [0.691, 3.646, 1.690], [0.719, 5.700, 2.090], [-1.745, 5.478, 2.727], [-2.308, 2.825, 2.299], [1.705, 3.508, 1.363]]
}

=====

Energy (computed, hartree): -2961.4864; -2781.1167; -3018.1058; -3507.6612